No. 1
Molecular formula: C5H6O4Tl
Method: DFT, ωB97M-V/def2-TZVPD

Positions of all 16 atoms, in Å:
O 0.274 -2.253 1.164
C 0.388 -1.202 1.901
C -0.154 0.022 1.609
O -0.797 0.144 0.391
Tl -0.624 -2.839 -0.330
H 1.002 -1.260 2.809
H -0.039 0.919 2.210
C 3.161 0.679 -1.918
C 1.877 0.969 -1.817
O 1.124 0.279 -0.850
C -0.155 0.263 -0.824
O -0.809 0.555 -1.888
H 3.633 -0.072 -1.286
H 1.322 1.709 -2.389
H 3.750 1.180 -2.685
H -1.642 1.023 -1.719

Charge: +3
Frontier orbital gap (alpha / beta), eV: 4.54 / 3.45
HOMO level (alpha / beta), eV: -21.50 / -21.43

Charges obtained by Mulliken population analysis, quoted in units of e: -0.29, 0.35, 0.04, -0.28, 1.17, 0.46, 0.47, -0.69, 0.15, -0.13, 0.64, -0.26, 0.25, 0.39, 0.33, 0.41


No. 2
Molecular formula: C5H6OS
Method: DFT, ωB97M-V/def2-TZVPD

Positions of all 13 atoms, in Å:
C -0.744 -1.049 0.149
C -1.992 -0.909 -0.413
C -1.141 1.043 -0.546
C -0.172 0.235 0.085
C 1.204 0.703 0.315
O -2.195 0.309 -0.845
S 2.376 -0.087 -0.771
H -0.413 -1.959 0.592
H -2.862 -1.690 -0.463
H -1.216 1.954 -1.042
H 1.277 1.713 0.058
H 1.791 0.655 1.960
H 1.700 -1.325 -0.945

Frontier orbital gap, eV: 9.21
HOMO level, eV: -8.75

Charges obtained by Mulliken population analysis, quoted in units of e: -0.58, -0.14, -0.54, 0.52, -0.64, -0.31, -0.20, 0.47, 0.31, 0.43, 0.33, 0.20, 0.15


No. 3
Molecular formula: C5H6OS
Method: DFT, ωB97M-V/def2-TZVPD

Positions of all 13 atoms, in Å:
C -1.116 1.939 -0.110
C -2.231 -0.327 -0.097
C 0.246 1.357 -0.085
C -0.969 -0.946 0.220
C 0.254 -0.168 -0.322
O -1.731 2.953 0.034
S -3.827 -0.249 0.124
H 0.863 1.897 -0.885
H 0.583 1.435 0.888
H -0.864 -0.715 1.268
H -0.893 -2.058 0.044
H 0.113 -0.286 -1.399
H 1.207 -0.519 0.103

Frontier orbital gap (alpha / beta), eV: 6.91 / 6.71
HOMO level (alpha / beta), eV: -6.89 / -6.85

Charges obtained by Mulliken population analysis, quoted in units of e: 0.35, -0.21, -0.51, -0.20, -0.64, -0.40, -0.25, 0.29, 0.31, 0.24, 0.34, 0.36, 0.33


No. 4
Molecular formula: C5H6OS
Method: DFT, ωB97M-V/def2-TZVPD

Positions of all 13 atoms, in Å:
C -1.223 -0.079 0.178
C -0.595 1.208 0.042
C 0.829 0.637 0.091
C 0.992 -0.738 -0.692
C -0.081 -1.146 0.386
H -1.048 1.800 0.800
H -0.798 1.733 -0.885
H 1.818 1.287 -0.028
H 0.603 -0.932 -1.671
H 1.913 -1.209 -0.414
H -0.300 -2.092 0.616
O 0.639 -0.189 1.409
S -2.748 -0.280 0.168

Frontier orbital gap, eV: 8.66
HOMO level, eV: -8.48

Charges obtained by Mulliken population analysis, quoted in units of e: 0.17, -0.60, -0.01, -0.69, -0.38, 0.30, 0.33, 0.35, 0.32, 0.33, 0.70, -0.46, -0.36